No. 1
93
Properties=species:S:1:pos:R:3:forces:R:3 method="wB97M-V/def2-TZVPD" total_charge=-1 homo_energy_ha="-0.1242 / -0.1246" lumo_ev="2.21 / 2.21"
Ru 0.132 -0.393 0.559 2.05 1.80 1.86
Ge -1.890 2.415 0.402 -0.08 0.08 0.18
S -2.071 -0.816 -0.231 -0.48 0.14 0.06
O -2.084 -3.740 -0.346 0.41 -0.45 -0.20
O 0.698 2.644 0.328 0.83 0.67 0.79
O 0.688 -2.395 1.003 0.14 -0.56 -0.32
N 2.117 -0.201 1.174 -0.21 1.05 0.11
N 2.734 -1.412 1.282 1.21 -0.89 0.29
N -0.277 -0.375 -2.195 -0.19 -0.40 -0.98
N -0.437 -2.613 -1.491 0.45 -0.64 -0.03
C -1.026 -3.744 -0.939 -0.47 1.28 0.01
C 4.124 4.229 2.008 0.10 0.27 0.01
C -0.281 -4.994 -1.218 0.28 -0.97 -0.14
C 2.483 -1.186 -2.619 -0.05 0.22 -0.03
C -0.894 4.825 3.724 0.02 -0.02 0.11
C -1.121 3.783 2.842 0.07 -0.11 -0.05
C -3.479 1.630 1.294 0.53 0.29 -0.29
C 1.234 -6.376 -2.489 0.13 -0.22 -0.05
C 3.097 5.026 1.503 -0.09 -0.33 -0.07
C -2.308 3.135 -1.414 0.14 -0.38 0.56
C 2.525 -6.163 1.532 0.10 -0.17 0.04
C 0.155 -0.750 -3.528 0.11 0.12 0.09
C -0.599 -6.106 -0.435 -0.04 0.34 -0.08
C 4.017 2.864 1.954 -0.27 -0.35 -0.01
C 4.641 -5.097 1.144 0.05 -0.20 0.00
C 1.996 4.411 0.951 0.08 0.32 -0.01
C -0.079 1.547 0.543 -2.04 -2.73 -2.03
C 2.626 -3.776 1.238 0.34 -0.59 0.16
C -2.870 4.188 -3.941 0.01 0.00 -0.05
C -1.795 4.668 -3.210 0.04 0.09 -0.11
C 4.011 -3.871 1.076 -0.22 0.14 -0.02
C -3.367 2.643 -2.170 -0.03 -0.07 0.11
C -1.142 6.130 3.326 0.05 0.11 0.05
C -3.323 0.665 2.281 0.24 -0.12 0.07
C 1.664 -0.523 -3.721 -0.16 -0.18 0.16
C 1.859 3.024 0.917 0.31 -0.57 -0.02
C -5.841 1.706 1.785 -0.13 0.04 -0.01
C 0.646 -5.147 -2.252 -0.31 0.23 0.23
C 3.899 -6.249 1.372 0.00 0.00 0.04
C -1.511 4.136 -1.963 0.06 -0.04 0.10
C 2.962 0.771 1.469 -0.54 -2.09 -0.24
C -1.846 5.327 1.173 0.01 -0.06 -0.07
C 2.882 2.185 1.435 -0.60 1.46 -0.21
C -5.675 0.734 2.759 -0.08 -0.02 0.07
C 1.961 -2.463 1.170 -0.90 1.38 -0.13
C -0.739 -1.281 -1.218 -0.71 2.09 0.50
C 1.890 -4.937 1.469 -0.01 0.39 -0.04
C -1.601 4.016 1.556 -0.14 -0.20 -0.31
C -4.745 2.155 1.067 0.02 0.07 -0.13
C -4.413 0.217 3.009 -0.08 -0.02 0.08
C 0.918 -7.469 -1.697 -0.03 0.08 -0.01
C 0.000 -7.327 -0.664 0.09 -0.19 -0.10
C -3.647 3.163 -3.423 -0.11 0.01 -0.12
C -1.608 6.379 2.045 -0.03 0.19 0.00
H -3.093 4.604 -4.915 -0.02 0.01 -0.04
H -1.179 5.464 -3.611 0.05 0.01 -0.03
H -2.221 5.526 0.177 -0.03 0.10 -0.01
H 5.004 4.692 2.433 0.07 -0.04 0.04
H 0.821 -4.858 1.604 -0.05 0.05 -0.02
H 1.860 0.552 -3.708 0.00 0.03 -0.05
H 1.945 -7.060 1.711 -0.03 -0.03 0.00
H 2.408 -2.275 -2.661 0.03 -0.12 0.01
H -0.251 -8.179 -0.046 -0.01 -0.01 0.03
H -1.787 7.397 1.720 -0.04 0.05 0.03
H -4.284 -0.536 3.776 0.04 -0.04 0.00
H 5.715 -5.166 1.021 0.02 0.03 -0.02
H 1.933 -6.488 -3.308 0.02 0.02 0.02
H 3.535 -0.924 -2.704 0.13 -0.06 -0.01
H -4.874 2.930 0.321 -0.08 0.06 -0.04
H 1.375 -8.429 -1.894 0.04 -0.04 0.02
H 4.824 2.253 2.338 0.02 -0.02 0.01
H -0.654 4.498 -1.409 0.04 0.07 0.04
H -0.397 -0.157 -4.265 -0.01 -0.09 -0.03
H -2.335 0.249 2.462 -0.08 -0.03 0.01
H -0.085 -1.802 -3.706 -0.03 0.03 -0.07
H 0.516 -2.749 -1.799 -0.05 -0.01 0.16
H -0.969 6.950 4.012 0.02 0.02 0.00
H 4.562 -2.960 0.900 0.06 0.03 0.00
H -0.523 4.619 4.720 0.01 0.01 0.03
H 1.952 -0.913 -4.700 0.05 0.09 -0.08
H 1.182 4.996 0.546 -0.09 -0.01 0.04
H 4.395 -7.208 1.437 0.02 -0.07 -0.03
H 2.135 -0.839 -1.641 0.03 -0.09 -0.02
H -0.729 0.527 -2.118 0.11 -0.18 0.17
H -0.910 2.763 3.144 0.01 -0.03 0.10
H -1.325 -5.976 0.356 -0.05 0.02 0.00
H -3.969 1.838 -1.768 -0.06 -0.07 -0.02
H 0.882 -4.317 -2.906 0.03 -0.02 -0.03
H -4.478 2.773 -3.996 -0.03 -0.03 -0.02
H -6.528 0.385 3.328 -0.01 -0.02 0.00
H -6.823 2.120 1.591 -0.01 0.00 0.00
H 3.151 6.104 1.551 0.02 0.06 -0.03
H 3.929 0.382 1.784 0.02 0.05 -0.02

=====

No. 2
17
Properties=species:S:1:pos:R:3:forces:R:3 method="wB97M-V/def2-TZVPD" homo_energy_ha=-0.3116 e_above_lowest_kcal_mol=73.7 lumo_ev=0.50 smiles="[H]/N=C/C(=O)O.CC#CN"
O 0.465 -2.160 0.386 0.15 0.13 -0.20
O 1.717 -0.504 1.213 0.35 0.37 0.20
N 1.844 0.616 -1.209 0.43 -0.06 0.08
N 0.314 2.182 0.549 0.25 0.45 0.12
C -1.354 0.285 0.244 0.30 0.78 0.13
C 1.031 -1.103 0.236 -0.06 -0.76 0.56
C -0.582 1.201 0.385 -0.75 -0.34 0.02
C 1.081 -0.379 -1.062 0.19 0.11 -0.73
C -2.326 -0.782 0.175 -0.19 -0.27 0.03
H 0.449 -0.834 -1.831 0.05 0.10 0.10
H -2.881 -0.730 -0.761 -0.07 -0.08 0.01
H 1.651 -1.025 2.029 -0.17 -0.09 -0.27
H -3.026 -0.722 1.008 -0.08 -0.07 -0.05
H -1.800 -1.738 0.224 -0.14 -0.04 -0.03
H 1.238 1.822 0.772 -0.08 0.12 -0.09
H 1.831 1.034 -2.137 -0.23 -0.27 -0.06
H 0.347 2.839 -0.222 0.05 -0.08 0.16

=====

No. 3
80
Properties=species:S:1:pos:R:3:forces:R:3 method="wB97M-V/def2-TZVPD" total_charge=-1 homo_energy_ha=-0.2921 lumo_ev=2.09
S 7.438 -9.771 -28.449 -0.02 -0.23 -0.29
S 12.114 -10.395 -32.386 -0.21 -0.50 1.12
S 9.532 -4.689 -31.510 -0.82 0.48 -0.86
F 9.783 -7.289 -32.016 0.20 0.05 -0.40
F 10.344 -6.688 -30.049 0.13 -0.54 0.21
F 11.665 -6.219 -31.728 -0.01 -0.26 -0.56
O 7.071 -4.785 -28.501 0.39 -0.02 -0.10
O 10.332 -2.083 -28.566 -0.30 -0.28 -0.06
O 5.792 -4.095 -35.669 0.25 0.17 0.00
O 4.950 -5.439 -37.240 -0.10 -0.21 -0.01
O 10.345 -3.858 -30.629 -6.90 0.94 -5.10
O 8.443 -10.735 -28.833 -0.51 0.94 0.30
O 10.890 -3.716 -36.296 0.67 -0.12 -0.29
O 12.054 -5.549 -35.641 -0.03 0.34 0.49
O 5.987 -6.274 -35.428 0.24 -0.72 -0.10
O 12.402 -11.716 -32.879 0.13 0.94 0.39
O 14.694 -5.709 -30.561 0.29 -0.44 0.04
O 8.206 -4.957 -30.960 0.34 -0.42 -0.28
O 13.713 -3.716 -30.256 0.05 -0.02 0.28
O 9.819 -1.999 -34.357 -0.18 -0.23 0.16
O 6.546 -10.080 -27.354 0.31 0.20 -0.87
O 9.550 -4.388 -32.937 0.24 -0.69 1.20
O 6.640 -9.514 -29.829 0.23 -0.34 0.87
O 9.935 -5.725 -36.287 -0.30 0.35 0.22
O 13.098 -10.085 -31.143 -0.60 -0.67 -1.04
O 12.674 -5.559 -29.583 0.98 -0.05 0.31
O 12.157 -9.251 -33.247 -0.07 -0.03 -0.39
O 6.097 -3.107 -31.393 -0.17 -0.16 0.08
C 6.588 -4.257 -34.488 0.44 0.57 0.34
C 13.778 -5.061 -30.164 -0.05 0.54 0.09
C 12.325 -3.343 -30.096 2.00 0.53 -0.01
C 6.507 -5.759 -34.193 -1.26 0.77 -0.20
C 5.592 -7.449 -30.522 -0.15 0.13 -0.37
C 10.987 -4.885 -36.085 -1.01 -0.05 -0.04
C 13.046 -8.730 -30.645 -0.10 0.66 0.46
C 5.521 -5.283 -36.205 0.07 0.11 -0.33
C 10.515 -10.412 -31.563 0.69 0.23 -0.20
C 11.782 -4.480 -29.269 0.94 -2.06 2.52
C 10.415 -6.327 -31.332 -1.35 0.66 -0.28
C 8.148 -8.137 -28.119 -0.06 -1.23 -0.27
C 10.213 -7.005 -35.776 1.51 -0.60 0.44
C 5.410 -8.753 -29.805 -0.54 -0.46 0.65
C 11.659 -6.855 -35.222 -0.18 -0.88 -0.77
C 13.365 -8.786 -29.149 -0.64 0.27 -0.37
H 8.177 -7.591 -29.056 0.03 0.13 0.07
H 12.198 -2.402 -29.566 0.93 -0.21 -0.31
H 6.642 -3.848 -31.081 0.00 0.20 -0.09
H 4.632 -7.120 -30.927 -0.01 0.18 0.23
H 7.528 -7.675 -27.360 0.08 0.19 -0.05
H 4.633 -9.401 -30.219 0.28 0.05 -0.42
H 12.076 -8.280 -30.856 0.05 -0.37 0.24
H 9.595 -7.308 -34.930 -0.55 0.27 -0.38
H 12.338 -7.560 -35.699 0.03 -0.01 0.20
H 10.235 -2.432 -35.119 -0.13 0.15 0.24
H 13.737 -8.083 -31.184 0.31 -0.37 -0.03
H 6.241 -7.573 -31.390 0.12 -0.03 0.09
H 9.772 -10.418 -32.357 -0.11 -0.04 0.09
H 10.199 -7.742 -36.578 -0.34 0.06 0.04
H 6.138 -3.597 -33.751 0.10 -0.36 0.34
H 13.801 -9.760 -28.940 0.53 0.24 0.16
H 6.003 -6.691 -29.856 -0.01 0.13 -0.16
H 9.555 -2.746 -33.786 0.28 0.52 -0.35
H 11.679 -7.017 -34.148 0.29 0.50 0.01
H 10.996 -1.437 -28.823 -0.35 0.12 0.10
H 10.775 -4.806 -29.529 2.09 -0.37 1.86
H 5.074 -8.622 -28.771 0.29 0.14 0.00
H 11.879 -3.262 -31.086 1.36 0.22 0.38
H 5.712 -5.910 -33.457 0.41 -0.34 0.29
H 7.760 -4.813 -29.200 -0.56 0.06 0.28
H 10.343 -2.756 -29.284 -0.56 1.00 0.62
H 12.476 -8.712 -28.517 -0.17 -0.07 -0.22
H 7.437 -6.259 -33.946 0.02 0.12 0.06
H 10.424 -11.256 -30.888 0.08 -0.14 -0.16
H 9.152 -8.376 -27.773 0.02 0.31 0.14
H 10.461 -9.491 -30.987 -0.22 -0.04 -0.09
H 13.965 -7.913 -28.904 0.40 -0.33 0.16
H 5.294 -3.152 -30.864 0.07 0.02 0.01
H 7.163 -3.912 -28.102 0.02 -0.06 -0.02
H 11.756 -4.355 -28.184 0.72 0.50 0.08
H 7.612 -3.914 -34.637 -0.07 -0.04 -0.41

=====

| no. | energy (hartree) |
| --- | --- |
| 1 | -4714.8181 |
| 2 | -455.2411 |
| 3 | -3780.7504 |